{"formula": "C50H99N13O14", "method": "ωB97M-V with the def2-TZVPD basis set", "symbols": ["C", "O", "C", "C", "C", "C", "C", "C", "N", "C", "C", "C", "C", "C", "C", "C", "O", "C", "C", "O", "N", "C", "H", "H", "H", "H", "H", "H", "H", "H", "H", "H", "H", "H", "H", "H", "H", "H", "H", "H", "H", "H", "H", "H", "C", "N", "C", "C", "O", "H", "H", "H", "H", "H", "H", "H", "C", "N", "C", "C", "O", "H", "H", "H", "H", "H", "H", "H", "C", "N", "C", "C", "O", "H", "H", "H", "H", "H", "H", "H", "C", "N", "C", "C", "O", "H", "H", "H", "H", "H", "H", "H", "C", "N", "C", "C", "O", "H", "H", "H", "H", "H", "H", "H", "C", "N", "C", "C", "O", "H", "H", "H", "H", "H", "H", "H", "C", "N", "C", "C", "O", "H", "H", "H", "H", "H", "H", "H", "C", "N", "C", "C", "O", "H", "H", "H", "H", "H", "H", "H", "C", "N", "C", "C", "O", "H", "H", "H", "H", "H", "H", "H", "C", "N", "C", "C", "O", "H", "H", "H", "H", "H", "H", "H", "C", "N", "C", "C", "O", "H", "H", "H", "H", "H", "H", "H"], "xyz": [[2.05452, -3.50524, -2.10432], [2.04891, -2.12222, -1.76494], [3.14847, -1.42445, -2.34701], [2.75155, -0.38820, -3.39915], [3.45220, 0.79713, -3.37332], [3.15242, 1.80885, -4.33543], [2.19596, 1.60043, -5.27179], [1.43504, 0.39492, -5.34769], [0.51979, 0.32568, -6.34756], [-0.12015, -0.82698, -6.24598], [0.08910, -1.84962, -5.26547], [-0.78945, -3.11130, -5.26023], [-2.19663, -2.85056, -5.84640], [-2.89068, -1.58002, -5.26278], [-2.57952, -1.32620, -3.75963], [-1.79885, -0.00947, -3.55875], [-2.06659, 0.54588, -2.24789], [-1.24706, 1.63755, -2.03501], [0.22457, 1.39344, -1.64696], [-1.67214, 2.74412, -2.10836], [1.01450, -1.76139, -4.34715], [1.71310, -0.59403, -4.38277], [1.00322, -3.84936, -2.10461], [2.64013, -4.13325, -1.40627], [2.40624, -3.65896, -3.13851], [3.68202, -0.92996, -1.51093], [3.87038, -2.14363, -2.79731], [4.25207, 0.96561, -2.62942], [3.70208, 2.75338, -4.36230], [2.01175, 2.41337, -5.98212], [-0.90922, -1.01914, -6.98295], [-0.84725, -3.45373, -4.21471], [-0.24014, -3.90339, -5.80190], [-2.19497, -2.87120, -6.95152], [-2.82751, -3.71726, -5.56303], [-3.97969, -1.70334, -5.39714], [-2.62762, -0.73479, -5.92404], [-3.54918, -1.15412, -3.25795], [-2.07341, -2.15805, -3.25399], [-2.05399, 0.75766, -4.31115], [-0.70630, -0.16011, -3.61027], [0.55916, 0.44080, -2.08977], [0.26214, 1.26990, -0.55171], [0.87614, 2.21105, -1.97081], [-4.25433, 0.36811, 3.39418], [-2.82927, 0.24357, 3.13314], [-2.18938, 0.30152, 1.94254], [-3.02113, 0.51721, 0.70640], [-0.96986, 0.17349, 1.88385], [-4.40983, 1.20809, 4.06622], [-4.59728, -0.54701, 3.88378], [-4.82193, 0.52436, 2.48242], [-2.21112, 0.09533, 3.91555], [-2.36593, 0.54432, -0.15797], [-3.72855, -0.30414, 0.58372], [-3.55528, 1.46776, 0.76434], [-5.95742, 5.93136, 5.91593], [-6.34554, 4.91292, 4.96015], [-5.62253, 4.41004, 3.92643], [-4.23314, 4.95157, 3.70875], [-6.10270, 3.54500, 3.20705], [-6.00474, 5.50717, 6.92090], [-6.66281, 6.76226, 5.85170], [-4.95373, 6.29839, 5.72951], [-7.26239, 4.50287, 5.04373], [-3.78787, 4.45281, 2.85193], [-4.27112, 6.02315, 3.50504], [-3.61150, 4.75807, 4.58405], [-6.48078, 4.41259, -0.17827], [-6.83814, 3.38070, -1.13571], [-6.10642, 2.91247, -2.18200], [-4.74439, 3.51769, -2.40936], [-6.55568, 2.03025, -2.90005], [-6.49726, 3.98414, 0.82564], [-7.22200, 5.21362, -0.23149], [-5.49541, 4.82222, -0.37690], [-7.73579, 2.93209, -1.04247], [-4.28266, 3.04564, -3.27081], [-4.83389, 4.58766, -2.60660], [-4.10686, 3.34845, -1.54257], [-7.59942, 0.45166, 7.78231], [-6.63929, 0.98147, 6.82718], [-5.40094, 1.47721, 7.06751], [-4.91802, 1.50158, 8.49744], [-4.71268, 1.88627, 6.14269], [-7.82284, -0.57974, 7.50870], [-8.51442, 1.04306, 7.71746], [-7.22416, 0.48116, 8.79956], [-6.89425, 0.99725, 5.85074], [-3.91684, 1.92297, 8.52675], [-5.57410, 2.12321, 9.10857], [-4.88000, 0.48898, 8.90198], [6.10454, 4.28405, -0.03126], [5.86603, 3.10438, -0.83813], [6.64709, 2.58133, -1.81039], [7.94593, 3.28493, -2.12460], [6.29881, 1.56860, -2.41127], [6.11946, 3.99323, 1.01830], [5.28505, 4.98726, -0.18708], [7.04438, 4.76586, -0.28560], [5.01385, 2.58447, -0.67547], [8.45617, 2.74982, -2.92119], [7.75273, 4.30471, -2.46022], [8.59283, 3.29748, -1.24560], [1.64939, -0.94110, 3.76008], [2.60131, -0.43528, 2.78868], [3.84714, 0.03276, 3.00156], [4.35956, 0.05504, 4.41845], [4.53274, 0.42275, 2.05640], [1.40520, -1.96941, 3.49331], [0.74172, -0.33913, 3.70771], [2.04196, -0.91723, 4.77196], [2.32639, -0.42151, 1.81702], [5.37199, 0.45114, 4.42577], [3.73088, 0.69739, 5.03652], [4.38162, -0.95539, 4.82938], [4.39657, -1.46230, -7.56540], [4.30440, -1.78798, -6.15463], [4.71368, -2.91185, -5.52289], [5.35668, -3.99439, -6.35341], [4.55705, -3.02750, -4.31122], [4.98405, -0.54916, -7.67660], [3.39102, -1.28248, -7.95091], [4.86188, -2.25998, -8.13559], [3.88484, -1.10844, -5.53407], [5.62760, -4.82447, -5.70655], [4.65830, -4.35699, -7.10908], [6.26188, -3.61738, -6.83136], [-1.79112, 2.06268, -9.90942], [-1.00104, 0.91158, -9.51670], [-0.61924, -0.14404, -10.27351], [-1.05855, -0.17821, -11.71724], [0.05921, -1.02764, -9.77730], [-1.20369, 2.96674, -9.73904], [-2.68636, 2.10452, -9.28626], [-2.08310, 2.01615, -10.95364], [-0.67672, 0.85622, -8.55884], [-0.67454, -1.08137, -12.18346], [-2.14759, -0.19066, -11.78173], [-0.66246, 0.68473, -12.25456], [10.91772, -0.47709, 3.58997], [9.89469, -0.10662, 4.54904], [8.54648, -0.25699, 4.44323], [8.00837, -0.88699, 3.18107], [7.81591, 0.11059, 5.35112], [11.59993, -1.18843, 4.05932], [11.47983, 0.41658, 3.31125], [10.49162, -0.92497, 2.69807], [10.18306, 0.31924, 5.41610], [6.92480, -0.93958, 3.24103], [8.27571, -0.28646, 2.31294], [8.39874, -1.89970, 3.06796], [-5.87114, -5.14440, 9.30335], [-7.04355, -4.49536, 8.74581], [-7.52190, -3.25160, 9.00641], [-6.76457, -2.40281, 9.99866], [-8.53163, -2.85186, 8.44670], [-5.19227, -5.40416, 8.48941], [-6.18252, -6.06117, 9.80692], [-5.35346, -4.50539, 10.01099], [-7.59831, -5.00432, 8.07510], [-7.26302, -1.44370, 10.10254], [-6.74559, -2.89008, 10.97432], [-5.74670, -2.22860, 9.64513], [4.01717, -5.73806, 1.94671], [3.75463, -4.94965, 3.13592], [3.44150, -3.62800, 3.21814], [3.34604, -2.85036, 1.93067], [3.24829, -3.10935, 4.30717], [3.29796, -6.55821, 1.90176], [5.02305, -6.15671, 2.01635], [3.93875, -5.14330, 1.04246], [3.80135, -5.40641, 4.03319], [3.09146, -1.81915, 2.15499], [4.30475, -2.86358, 1.40962], [2.56559, -3.26475, 1.29032]], "atomic_forces_ev_per_a": [[-0.752, -0.124, -0.494], [0.300, -0.431, -0.167], [0.355, -0.395, 0.332], [0.238, 0.260, 0.541], [-0.113, 0.170, -0.221], [0.536, -0.263, 0.407], [-0.189, 0.579, -0.506], [1.454, 2.116, 0.305], [-0.521, -2.276, 1.086], [-0.846, 0.068, -1.114], [-0.217, -0.694, -0.128], [0.388, 0.623, -0.309], [-0.420, -0.771, 0.566], [0.092, -0.654, -0.599], [-0.651, 1.326, -0.098], [0.564, -0.194, 0.100], [0.413, 0.093, -0.453], [1.399, -0.102, 0.330], [-0.739, -1.089, -0.245], [-0.709, 0.746, -0.046], [-0.143, 0.381, -0.698], [0.535, -0.441, 0.690], [0.411, 0.129, 0.252], [-0.071, 0.401, -0.150], [0.071, 0.041, 0.488], [-0.268, 0.122, -0.505], [-0.694, 0.696, 0.354], [-0.567, -0.181, -0.568], [-0.097, -0.350, 0.224], [-0.207, -0.528, 0.061], [0.494, 0.088, 0.113], [0.037, 0.148, -0.423], [-0.383, 0.268, 0.050], [0.083, 0.303, 0.446], [0.341, 0.277, -0.136], [0.438, 0.021, 0.104], [-0.099, -0.062, 0.712], [0.434, -0.207, -0.038], [-0.179, 0.262, -0.212], [-0.192, -0.369, 0.180], [-0.506, -0.058, -0.154], [0.068, 0.382, 0.332], [-0.032, 0.078, -0.310], [-0.368, -0.120, 0.076], [0.353, -0.003, 0.324], [-0.005, -0.032, -0.352], [0.232, -0.069, 0.061], [0.141, 0.110, 0.021], [0.026, 0.066, -0.032], [-0.276, -0.045, -0.055], [-0.202, 0.052, -0.044], [0.110, -0.013, -0.038], [-0.063, 0.046, 0.032], [-0.124, -0.167, 0.286], [-0.116, 0.126, -0.059], [-0.164, -0.107, 0.011], [-0.490, -0.277, 0.011], [0.271, 0.097, -0.182], [-0.162, -0.304, -0.048], [0.029, -0.012, -0.037], [0.033, 0.039, -0.037], [0.139, 0.172, 0.072], [0.151, 0.128, 0.118], [-0.012, -0.065, -0.051], [0.025, 0.009, 0.027], [-0.104, -0.055, 0.020], [0.093, 0.013, 0.113], [0.009, 0.112, 0.001], [-0.491, -0.322, 0.113], [0.294, 0.066, -0.193], [-0.160, -0.140, -0.134], [-0.138, -0.023, -0.019], [0.042, 0.004, -0.015], [0.138, 0.201, 0.065], [0.149, 0.141, 0.081], [-0.014, -0.065, -0.077], [0.028, 0.006, 0.044], [-0.057, -0.074, 0.059], [0.089, 0.022, 0.132], [0.083, 0.144, -0.061], [-0.113, -0.041, -0.697], [0.272, 0.149, 0.305], [-0.046, 0.040, -0.305], [0.072, 0.032, -0.006], [0.147, 0.159, 0.228], [-0.174, -0.022, 0.290], [-0.073, -0.109, 0.214], [0.090, 0.072, -0.064], [-0.024, -0.014, 0.024], [-0.030, -0.004, -0.120], [-0.022, -0.137, 0.094], [-0.099, 0.057, 0.117], [-0.376, -0.254, 0.049], [0.088, 0.020, -0.197], [-0.173, -0.433, -0.204], [0.034, -0.060, -0.039], [0.275, 0.339, 0.128], [0.088, 0.153, 0.104], [0.117, 0.170, 0.086], [-0.044, -0.080, -0.042], [0.135, 0.009, 0.117], [-0.118, -0.064, 0.029], [0.095, 0.049, 0.116], [-0.014, 0.154, -0.029], [-0.578, 0.408, -0.299], [-0.511, 1.747, 0.809], [0.344, 0.709, 0.047], [0.174, 0.016, -0.084], [-0.080, -0.207, 0.070], [-0.126, 0.085, 0.238], [-0.025, -0.021, -0.021], [0.145, -0.080, -0.203], [-0.319, 0.448, 0.088], [-0.036, 0.019, -0.043], [-0.044, -0.122, 0.081], [-0.159, 0.041, 0.083], [-0.252, 0.326, 0.334], [0.158, -0.308, -0.031], [-0.111, 0.185, 0.248], [0.008, -0.074, 0.056], [0.354, -0.471, -0.601], [0.019, -0.044, -0.197], [0.078, -0.011, -0.201], [-0.007, -0.026, 0.075], [0.058, 0.035, -0.066], [-0.051, 0.087, 0.075], [0.109, 0.044, -0.105], [-0.069, -0.039, -0.133], [0.194, -0.094, 0.507], [-0.147, 0.014, -0.123], [0.095, -0.015, 0.176], [0.035, -0.046, -0.030], [0.116, -0.356, -0.062], [-0.148, 0.109, -0.124], [-0.087, 0.156, -0.150], [0.040, -0.065, 0.015], [0.088, 0.127, -0.051], [0.041, -0.004, 0.119], [0.018, 0.131, -0.086], [-0.151, 0.028, -0.038], [0.079, 0.244, 0.500], [-0.155, -0.101, -0.203], [-0.214, 0.069, 0.226], [-0.065, -0.041, 0.113], [0.050, -0.033, -0.120], [0.087, -0.056, -0.211], [0.087, -0.122, -0.184], [-0.062, 0.026, 0.059], [0.013, -0.014, -0.031], [0.033, 0.088, 0.045], [0.038, -0.086, -0.111], [0.067, 0.041, -0.125], [-0.337, -0.238, -0.373], [0.097, 0.267, 0.206], [-0.251, -0.065, -0.201], [0.006, 0.021, -0.001], [0.059, 0.122, 0.054], [0.162, -0.027, 0.156], [0.202, -0.001, 0.103], [-0.062, 0.039, -0.027], [0.027, -0.008, 0.015], [-0.097, -0.086, -0.056], [0.171, 0.023, -0.008], [0.054, -0.068, 0.154], [-0.001, -0.178, 0.513], [-0.060, 0.218, -0.086], [0.118, -0.121, -0.285], [0.207, -0.841, -0.287], [0.273, -0.212, 0.273], [0.056, -0.037, -0.217], [-0.007, -0.049, -0.219], [-0.020, 0.064, 0.084], [0.020, -0.037, -0.022], [0.539, -1.502, -0.290], [-0.056, -0.124, -0.161], [0.122, -0.141, -0.183]], "energy_ev": -101495.011, "charge": 0, "smiles": "COCc1cccc2ncc(CCCCCOC(C)=O)nc12.CNC(C)=O.CNC(C)=O.CNC(C)=O.CNC(C)=O.CNC(C)=O.CNC(C)=O.CNC(C)=O.CNC(C)=O.CNC(C)=O.CNC(C)=O.CNC(C)=O", "gap_ev": 8.54, "homo_energy_ev": -8.34, "multiplicity": 1}